Record 1
C2H5IN2 | ωB97M-V/def2-TZVPD

The geometry in ORCA input format:
```
! wB97M-V def2-TZVPD RIJCOSX def2/J DEFGRID3
* xyz 0 1
C -1.49 1.01 0.25
C -0.45 0.10 0.49
N 1.12 -1.62 0.08
N 0.20 -0.83 0.23
I 2.87 0.71 -1.48
H -2.49 0.56 -0.01
H -1.63 1.66 1.07
H -1.28 1.63 -0.59
H 2.17 -0.71 -0.69
H 0.98 -2.50 0.64
*
```

## Properties
Molecular weight ... 184.0 g mol⁻¹
Relative energy (zero: lowest compared OMol25 entry of this formula, charge and spin) ... 158.61 kJ/mol
Orbital gap ... 9.273 eV
E_LUMO ... 0.462 eV



Record 2
C79H100Cl4N8O7 | ωB97M-V/def2-TZVPD

The geometry in ORCA input format:
```
! wB97M-V def2-TZVPD RIJCOSX def2/J DEFGRID3
* xyz 3 2
C 8.46 0.34 -6.18
N 7.65 -0.25 -5.11
C 7.75 -1.57 -4.88
C 6.86 -2.07 -3.87
C 5.89 -1.29 -3.25
C 5.88 0.07 -3.58
C 6.78 0.56 -4.50
C 4.98 -1.96 -2.22
C 4.89 -3.41 -2.16
C 3.95 -3.98 -1.41
N 3.19 -3.19 -0.55
C 3.35 -1.88 -0.44
C 4.18 -1.19 -1.28
C 2.15 -3.84 0.19
H 7.69 0.59 -6.91
H 9.30 -0.31 -6.40
H 8.98 1.19 -5.74
H 8.42 -2.11 -5.53
H 6.99 -3.14 -3.82
H 5.04 0.69 -3.29
H 6.67 1.58 -4.85
H 5.61 -4.02 -2.70
H 3.83 -5.06 -1.45
H 2.62 -1.36 0.16
H 4.26 -0.12 -1.21
H 1.26 -3.81 -0.44
H 2.08 -3.36 1.17
H 2.53 -4.83 0.45
C 2.81 -0.02 -5.86
N 2.17 -1.29 -5.44
C 1.27 -1.28 -4.46
C 0.62 -2.40 -4.09
C 0.74 -3.63 -4.76
C 1.77 -3.66 -5.73
C 2.38 -2.46 -6.11
C 0.02 -4.88 -4.44
C -1.38 -4.87 -4.27
C -1.99 -5.98 -3.76
N -1.20 -7.12 -3.55
C 0.11 -7.11 -3.72
C 0.73 -5.97 -4.19
C -1.85 -8.38 -3.12
H 2.26 0.42 -6.70
H 3.80 -0.40 -6.09
H 2.87 0.66 -5.01
H 1.16 -0.40 -3.85
H -0.02 -2.27 -3.22
H 1.98 -4.56 -6.29
H 3.10 -2.53 -6.92
H -2.01 -4.00 -4.34
H -3.01 -6.11 -3.43
H 0.64 -7.99 -3.39
H 1.78 -5.98 -4.42
H -1.77 -9.03 -3.99
H -2.90 -8.15 -2.95
H -1.35 -8.70 -2.20
C -1.07 1.47 4.93
C 0.13 1.74 3.89
C -0.45 2.19 2.47
C -0.42 1.02 1.44
N -0.54 1.37 -0.12
C 0.00 2.75 -0.50
C -1.25 3.63 -0.52
C -2.33 2.81 -1.20
C -2.07 1.44 -0.49
C 0.17 0.28 -0.94
H -0.74 1.71 5.94
H -1.55 0.50 5.03
H -1.79 2.27 4.76
H 0.76 0.86 3.75
H 0.77 2.55 4.26
H 0.12 3.03 2.07
H -1.48 2.53 2.52
H -1.06 0.17 1.71
H 0.60 0.65 1.53
H 0.37 2.57 -1.51
H 0.85 3.04 0.12
H -1.19 4.53 -1.14
H -1.53 3.85 0.51
H -2.17 2.76 -2.28
H -3.28 3.31 -1.01
H -2.25 0.60 -1.16
H -2.69 1.59 0.39
H 1.22 0.39 -0.67
H -0.06 0.38 -2.00
H -0.28 -0.68 -0.69
C 2.17 6.03 -1.42
O 2.93 4.93 -1.90
H 1.15 6.11 -1.81
H 1.88 6.10 -0.38
H 2.51 6.98 -1.82
C 3.53 1.73 2.28
O 3.55 1.03 1.09
H 4.35 1.39 2.91
H 3.64 2.80 2.08
H 2.68 1.59 2.95
O 2.72 1.54 -2.80
H 1.99 2.10 -3.13
Cl -4.47 7.16 2.01
C -4.24 6.90 3.73
C -3.54 5.61 3.98
Cl -2.01 5.37 3.14
H -5.27 6.84 4.08
H -3.75 7.76 4.17
H -4.10 4.75 3.63
H -3.31 5.44 5.03
Cl -7.01 2.29 0.57
C -6.24 1.21 1.79
C -4.88 1.82 2.24
Cl -4.15 0.59 3.26
H -6.16 0.26 1.25
H -6.87 1.10 2.67
H -5.06 2.64 2.93
H -4.33 2.05 1.33
C -3.60 -5.24 1.97
C -2.05 -5.62 1.95
C -1.39 -5.41 0.58
C -1.52 -4.06 -0.06
N -1.60 -3.13 -0.74
H -3.80 -4.17 1.92
H -4.06 -5.54 2.91
H -4.09 -5.68 1.10
H -1.84 -6.65 2.26
H -1.51 -4.98 2.64
H -1.89 -6.03 -0.17
H -0.32 -5.60 0.57
C 2.16 5.01 4.79
C 2.90 5.30 3.46
C 2.09 5.32 2.19
C 1.26 6.49 2.19
N 0.70 7.47 2.12
H 2.65 4.22 5.35
H 1.14 4.67 4.71
H 2.17 5.75 5.59
H 3.72 4.61 3.27
H 3.35 6.29 3.53
H 1.50 4.43 2.02
H 2.83 5.31 1.39
C -3.95 0.40 7.02
C -3.33 1.73 7.54
C -4.08 2.43 8.65
C -3.67 3.90 8.74
N -3.31 4.98 8.85
H -4.11 -0.37 7.77
H -3.27 -0.10 6.34
H -4.96 0.54 6.63
H -3.18 2.42 6.71
H -2.29 1.58 7.83
H -3.90 1.83 9.55
H -5.12 2.17 8.42
C 3.74 -1.56 6.23
C 3.82 -1.23 4.84
C 2.71 -1.33 4.00
C 1.51 -1.77 4.55
C 1.41 -1.95 5.97
C 2.54 -1.84 6.76
C 0.18 -2.47 6.66
O 0.18 -2.87 7.77
C -1.06 -2.41 5.80
C -2.28 -2.79 6.42
C -3.43 -2.74 5.62
C -3.37 -2.37 4.24
C -2.17 -2.16 3.61
C -0.99 -2.18 4.36
C 0.31 -2.03 3.66
O 0.39 -2.03 2.43
H 4.65 -1.53 6.82
H 4.80 -0.94 4.48
H 2.87 -1.16 2.95
H 2.45 -2.01 7.82
H -2.32 -3.27 7.39
H -4.36 -3.14 6.01
H -4.30 -2.40 3.70
H -2.14 -1.80 2.60
C -5.87 -0.13 -6.59
C -5.49 -0.81 -5.37
C -4.25 -0.56 -4.78
C -3.29 0.29 -5.48
C -3.63 0.99 -6.63
C -4.99 0.77 -7.18
C -2.68 1.99 -7.29
O -2.97 2.57 -8.31
C -1.36 2.27 -6.58
C -0.40 3.17 -7.20
C 0.74 3.49 -6.55
C 0.94 2.90 -5.29
C 0.15 2.00 -4.71
C -1.07 1.67 -5.37
C -1.92 0.49 -4.80
O -1.59 -0.19 -3.82
H -6.85 -0.34 -7.00
H -6.26 -1.34 -4.83
H -3.94 -1.02 -3.85
H -5.40 1.29 -8.03
H -0.83 3.71 -8.03
H 1.48 4.17 -6.94
H 1.86 3.16 -4.77
H 0.37 1.54 -3.76
*
```

## Properties
Molecular weight ... 1415.5 g mol⁻¹
Expectation value of S² ... 1.773
Orbital gap (spin up / spin down) ... 4.209 / 3.146 eV
E_LUMO (spin up / spin down) ... -8.379 / -8.383 eV



Record 3
C24H25BIrN9O3 | ωB97M-V/def2-TZVPD

The geometry in ORCA input format:
```
! wB97M-V def2-TZVPD RIJCOSX def2/J DEFGRID3
* xyz 2 5
Ir -0.34 -0.82 0.17
C -1.95 -3.84 2.72
C -1.64 -3.34 1.47
N -0.88 -2.24 1.59
N -0.72 -2.02 2.91
C -1.35 -2.96 3.61
B -0.03 -0.77 3.45
N 1.36 -0.70 2.82
C 2.54 -0.76 3.45
C 3.54 -0.63 2.50
C 2.87 -0.49 1.29
N 1.55 -0.53 1.51
N -0.85 0.42 2.92
C -1.47 1.36 3.62
C -2.18 2.17 2.73
C -1.92 1.63 1.48
N -1.11 0.57 1.61
H -2.52 -4.71 2.96
H -1.93 -3.74 0.52
H -1.33 -2.96 4.68
H 0.03 -0.77 4.62
H 2.60 -0.88 4.51
H 4.59 -0.64 2.66
H 3.28 -0.34 0.32
H -1.38 1.43 4.68
H -2.80 3.00 2.97
H -2.28 1.97 0.53
O -0.65 7.05 -1.04
C -0.20 6.11 -0.23
O 0.20 6.35 0.88
C -0.25 4.68 -0.69
C 0.58 3.77 -0.03
C 0.52 2.43 -0.31
C -0.44 1.93 -1.22
C -1.24 2.87 -1.92
C -1.15 4.22 -1.65
N -0.59 0.58 -1.33
C -1.26 0.00 -2.36
C -1.38 -1.39 -2.40
C -1.97 -2.08 -3.50
C -1.86 -3.44 -3.57
C -1.13 -4.13 -2.59
C -0.64 -3.42 -1.51
N -0.82 -2.11 -1.38
H -0.93 6.76 -1.92
H 1.27 4.15 0.71
H 1.17 1.72 0.18
H -1.97 2.53 -2.63
H -1.81 4.88 -2.18
H -1.60 0.57 -3.20
H -2.49 -1.51 -4.25
H -2.30 -3.98 -4.40
H -0.97 -5.19 -2.66
H -0.08 -3.91 -0.73
C 3.68 -1.78 -2.48
C 2.44 -1.00 -2.12
N 2.24 0.12 -2.80
O 1.69 -1.40 -1.23
H 4.10 -1.46 -3.43
H 3.46 -2.84 -2.50
H 4.42 -1.62 -1.70
H 2.88 0.43 -3.52
H 1.45 0.72 -2.59
*
```

## Properties
Molecular weight ... 690.6 g mol⁻¹
Relative energy (zero: lowest compared OMol25 entry of this formula, charge and spin) ... 109.43 kJ/mol
Expectation value of S² ... 6.060
Orbital gap (spin up / spin down) ... 7.428 / 4.820 eV
E_LUMO (spin up / spin down) ... -5.638 / -9.692 eV



Record 4
C4H7NO | ωB97M-V/def2-TZVPD

The geometry in ORCA input format:
```
! wB97M-V def2-TZVPD RIJCOSX def2/J DEFGRID3
* xyz 0 1
C 1.51 0.85 0.18
C 0.07 1.03 -0.50
N 0.10 -0.35 -0.90
C -0.43 -1.26 -0.19
C -1.73 -1.17 0.50
O -2.24 -2.12 1.06
H 2.18 1.57 -0.30
H 1.99 -0.13 0.01
H 1.44 0.96 1.26
H -0.82 1.35 0.11
H 0.17 1.75 -1.31
H 0.05 -2.23 -0.21
H -2.30 -0.24 0.31
*
```

## Properties
SMILES ... CC/N=C\C=O
Molecular weight ... 85.1 g mol⁻¹
Relative energy (zero: lowest compared OMol25 entry of this formula, charge and spin) ... 296.17 kJ/mol
Orbital gap ... 9.170 eV
E_LUMO ... -0.096 eV